ORCA calculation (ωB97M-V/def2-TZVPD) on 3 unconnected molecules or ions with the total composition C39H35BF2NO4PSi.

```
! RIJCOSX wB97M-V def2-TZVPD def2/J DEFGRID3
* xyz 0 1
C -0.81 0.84 0.15
Si -1.91 0.41 -1.31
C -2.66 2.00 -2.00
C -0.93 -0.42 -2.70
C 0.37 -1.13 -2.30
C 1.58 -0.76 -3.16
F 2.43 -1.85 -3.22
F 1.21 -0.51 -4.48
B 2.34 0.52 -2.62
P 4.07 0.40 -1.87
N 3.86 -0.21 -0.42
C -3.29 -0.70 -0.71
C -4.46 -0.87 -1.47
C -5.49 -1.69 -1.02
C -5.38 -2.34 0.20
C -4.23 -2.19 0.97
C -3.21 -1.37 0.51
H -0.21 1.73 -0.07
H -1.45 1.07 1.00
H -0.14 0.04 0.45
H -3.75 1.95 -1.95
H -2.34 2.87 -1.42
H -2.38 2.16 -3.04
H -0.72 0.36 -3.43
H -1.57 -1.13 -3.22
H 0.28 -2.22 -2.35
H 0.65 -0.91 -1.27
H 1.77 1.56 -2.58
H 4.64 1.68 -1.91
H 4.92 -0.36 -2.70
H 4.11 0.46 0.30
H -4.56 -0.37 -2.42
H -6.38 -1.80 -1.62
H -6.19 -2.97 0.56
H -4.15 -2.70 1.92
H -2.32 -1.27 1.13
O 3.86 7.95 -3.40
C 4.80 7.25 -3.70
C 6.19 7.80 -3.75
C 6.39 9.14 -3.42
C 7.67 9.67 -3.44
C 8.75 8.87 -3.79
C 8.55 7.54 -4.13
C 7.27 7.00 -4.11
C 7.09 5.57 -4.49
O 8.02 4.89 -4.84
C 5.71 5.01 -4.41
C 5.51 3.68 -4.73
C 4.24 3.13 -4.65
C 3.16 3.92 -4.26
C 3.35 5.26 -3.96
C 4.62 5.81 -4.03
H 5.54 9.74 -3.15
H 7.82 10.71 -3.18
H 9.75 9.29 -3.80
H 9.38 6.91 -4.41
H 6.35 3.08 -5.03
H 4.09 2.09 -4.90
H 2.17 3.49 -4.21
H 2.52 5.88 -3.66
O -4.39 -8.04 7.80
C -4.41 -7.12 7.02
C -3.15 -6.49 6.52
C -1.93 -7.00 6.96
C -0.75 -6.44 6.50
C -0.78 -5.38 5.61
C -1.99 -4.86 5.18
C -3.18 -5.41 5.63
C -4.47 -4.83 5.16
O -4.49 -3.87 4.42
C -5.73 -5.48 5.64
C -6.94 -4.98 5.19
C -8.13 -5.57 5.60
C -8.10 -6.66 6.46
C -6.89 -7.16 6.92
C -5.70 -6.57 6.51
H -1.93 -7.83 7.65
H 0.20 -6.84 6.84
H 0.15 -4.95 5.25
H -2.03 -4.03 4.49
H -6.95 -4.13 4.52
H -9.07 -5.18 5.26
H -9.02 -7.12 6.78
H -6.85 -8.01 7.59
*
```

Summary:
orbital gap = 7.7 eV
SMILES string = C[Si](C)(CCC(F)(F)B[PH2]=N)c1ccccc1.O=C1c2ccccc2C(=O)c2ccccc21.O=C1c2ccccc2C(=O)c2ccccc21
lowest unoccupied orbital energy = -1.154 eV

---

ORCA calculation (ωB97M-V/def2-TZVPD) on a molecular structure, C39H35BIrN6O2PS2.

```
! RIJCOSX wB97M-V def2-TZVPD def2/J DEFGRID3
* xyz 1 2
Ir -0.66 1.15 2.48
C 2.73 3.12 -4.44
C 2.54 3.07 -2.95
C 3.21 3.96 -2.12
C 3.03 3.92 -0.74
C 2.19 2.97 -0.20
C 1.52 2.06 -1.01
C 1.70 2.12 -2.38
S 1.95 2.89 1.55
O 2.49 1.62 2.01
O 2.48 4.09 2.12
N 0.34 2.78 1.75
C -0.49 3.77 1.21
C -0.11 5.00 0.70
C -1.07 5.87 0.14
C -2.39 5.55 0.08
C -2.82 4.31 0.62
C -4.17 3.90 0.64
C -4.51 2.69 1.19
C -3.51 1.88 1.73
N -2.24 2.24 1.72
C -1.87 3.44 1.17
H 3.01 4.12 -4.78
H 1.82 2.82 -4.97
H 3.53 2.44 -4.75
H 3.86 4.71 -2.55
H 3.53 4.63 -0.10
H 0.87 1.33 -0.56
H 1.15 1.43 -3.01
H 0.92 5.32 0.75
H -0.73 6.82 -0.25
H -3.12 6.22 -0.34
H -4.93 4.55 0.22
H -5.54 2.36 1.22
H -3.74 0.93 2.19
S 1.16 0.06 3.24
C 1.24 -1.18 1.90
N 2.53 -1.76 1.59
C 2.99 -2.82 2.21
C 2.33 -3.39 3.30
C 1.26 -2.70 3.81
N 0.66 -1.70 3.11
H 3.06 -1.32 0.84
H 3.92 -3.22 1.84
H 2.73 -4.26 3.79
H 0.80 -2.93 4.76
B -2.76 -2.49 4.57
C -2.30 -1.19 3.81
N -1.84 -0.28 3.27
H -2.83 -2.21 5.74
H -3.83 -2.83 4.11
H -1.89 -3.31 4.34
N 0.43 -0.85 0.84
P 0.04 -1.79 -0.39
C -1.13 -3.10 -0.04
C -1.57 -3.93 -1.08
C -2.50 -4.92 -0.81
C -2.99 -5.09 0.48
C -2.56 -4.27 1.51
C -1.63 -3.27 1.25
C -0.71 -0.74 -1.64
C -0.58 -1.02 -3.00
C -1.24 -0.23 -3.93
C -2.03 0.83 -3.51
C -2.17 1.11 -2.16
C -1.52 0.32 -1.22
C 1.50 -2.56 -1.13
C 2.48 -1.72 -1.66
C 3.69 -2.26 -2.08
C 3.92 -3.63 -1.97
C 2.94 -4.46 -1.45
C 1.73 -3.93 -1.02
H -1.19 -3.80 -2.08
H -2.84 -5.57 -1.61
H -3.72 -5.86 0.68
H -2.95 -4.37 2.51
H -1.30 -2.62 2.05
H 0.05 -1.84 -3.33
H -1.14 -0.45 -4.99
H -2.54 1.44 -4.24
H -2.78 1.94 -1.83
H -1.62 0.53 -0.17
H 2.31 -0.66 -1.74
H 4.45 -1.61 -2.50
H 4.86 -4.04 -2.31
H 3.12 -5.52 -1.37
H 0.97 -4.58 -0.61
*
```

Summary:
orbital gap (spin up / spin down) = 6.2 / 6.1 eV
lowest unoccupied orbital energy (spin up / spin down) = -4.171 / -4.182 eV
expectation value of S² = 0.7527